Computed, not measured: an isolated molecule of C8H9FN2, with ωB97M-V/def2-TZVPD.

Summary:
Energy above the lowest of the compared OMol25 structures with the same formula, charge and spin in kcal per mole: 128.7
Frontier orbital gap (alpha / beta) in eV: 9.515 / 6.638
Highest occupied orbital energy (alpha / beta) in Ha: -0.338 / -0.277

Cartesian coordinates (Å):
C1 -0.334 -0.106 0.008
C2 -3.851 1.203 0.055
C3 -2.364 0.605 -1.330
C4 -1.745 0.496 -0.166
C5 0.237 1.170 0.411
C6 0.492 -0.014 -1.263
C7 1.262 1.169 -0.602
C8 2.761 1.155 -0.628
N1 -3.708 1.236 -1.186
N2 -2.721 0.821 0.809
F1 0.547 1.710 1.654
H1 -0.276 -0.875 0.798
H2 -4.677 1.418 0.596
H3 1.131 -0.945 -1.529
H4 -0.066 0.304 -2.100
H5 0.997 2.084 -1.187
H6 3.206 1.194 0.401
H7 3.278 1.882 -1.174
H8 2.988 0.183 -0.983
H9 -2.691 0.989 1.870

Results of the natural (NBO) charge analysis, in e, for atoms 1 through 2:
1 C -0.3209
2 C 0.2081

Computed, not measured: an isolated molecule of C5H5NO, with ωB97M-V/def2-TZVPD.

Summary:
Energy above the lowest of the compared OMol25 structures with the same formula, charge and spin in kcal per mole: 30.7
Frontier orbital gap in eV: 10.253
Highest occupied orbital energy in Ha: -0.371

Cartesian coordinates (Å):
N1 -1.987 -1.914 1.161
C1 -1.596 -1.302 0.258
C2 -1.083 -0.630 -0.903
O1 -0.455 1.691 1.014
C3 0.686 1.359 0.819
C4 1.050 -0.011 0.231
C5 0.170 -0.175 -0.967
H1 -1.766 -0.516 -1.737
H2 1.523 2.051 1.028
H3 2.118 -0.061 -0.004
H4 0.828 -0.767 0.997
H5 0.513 0.274 -1.897

Results of the natural (NBO) charge analysis, in e, for atoms 1 through 2:
1 N -0.3056
2 C 0.2503

Computed, not measured: a 2-piece molecular cluster, C2H5OS overall, with ωB97M-V/def2-TZVPD.

Summary:
Charge: -1
Energy above the lowest of the compared OMol25 structures with the same formula, charge and spin in kcal per mole: 11.0
Frontier orbital gap in eV: 6.660
Highest occupied orbital energy in Ha: -0.099

Cartesian coordinates (Å):
S1 -1.881 -2.305 -0.257
H1 -1.134 -3.282 -0.664
O1 0.392 2.372 0.894
C1 -0.092 1.265 0.641
C2 0.799 0.384 -0.137
H2 -1.197 1.132 0.741
H3 1.829 0.272 0.177
H4 0.819 0.815 -1.180
H5 0.467 -0.654 -0.215

Results of the natural (NBO) charge analysis, in e, for atoms 1 through 2:
1 S -1.0643
2 H 0.0785

Computed, not measured: a 2-piece molecular cluster, C2H4OSi overall, with ωB97M-V/def2-TZVPD.

Summary:
Energy above the lowest of the compared OMol25 structures with the same formula, charge and spin in kcal per mole: 113.4
Frontier orbital gap in eV: 8.521
Highest occupied orbital energy in Ha: -0.406

Cartesian coordinates (Å):
C1 1.777 1.701 0.663
C2 0.839 1.157 0.243
O1 -0.846 0.463 -0.762
Si1 -0.959 -1.100 -0.500
H1 2.361 2.283 1.299
H2 0.208 -1.914 -0.783
H3 -2.188 -1.322 -1.123
H4 -1.191 -1.267 0.963

Results of the natural (NBO) charge analysis, in e, for atoms 1 through 2:
1 C -0.3539
2 C 0.2580

Computed, not measured: a 3-piece molecular cluster, C4H14O2S2 overall, with ωB97M-V/def2-TZVPD.

Summary:
Energy above the lowest of the compared OMol25 structures with the same formula, charge and spin in kcal per mole: 19.9
Frontier orbital gap in eV: 9.169
Highest occupied orbital energy in Ha: -0.307

Cartesian coordinates (Å):
C1 -0.759 -2.275 0.234
C2 -0.113 -0.921 0.625
C3 -0.708 -3.258 1.387
S1 -2.286 -3.356 2.316
S2 -3.011 -1.517 2.665
C4 -3.658 -0.582 1.265
H1 -1.776 -2.244 -0.151
H2 -0.213 -2.660 -0.644
H3 0.963 -1.032 0.496
H4 -0.317 -0.195 -0.159
H5 -0.393 -0.638 1.627
H6 -0.728 -4.253 0.928
H7 0.225 -3.160 1.944
H8 -3.605 -1.092 0.325
H9 -4.677 -0.369 1.611
H10 -3.276 0.438 1.229
H11 3.894 2.364 -3.775
H12 5.169 3.216 -3.731
O1 4.442 2.911 -3.193
H13 3.217 6.687 -1.147
H14 4.271 5.865 -1.975
O2 3.340 6.071 -1.878

Results of the natural (NBO) charge analysis, in e, for atoms 1 through 2:
1 C -0.4108
2 C -0.6208

Computed, not measured: C75H56N5O5TeTi as an isolated structure, with ωB97M-V/def2-TZVPD.

Summary:
Charge: -2
Multiplicity: 2
Energy above the lowest of the compared OMol25 structures with the same formula, charge and spin in kcal per mole: 0.7
Frontier orbital gap (alpha / beta) in eV: 4.405 / 5.187
Highest occupied orbital energy (alpha / beta) in Ha: -0.026 / -0.065

Cartesian coordinates (Å):
Ti1 -0.233 1.157 0.055
C1 4.628 -0.661 5.807
C2 4.862 -1.184 4.541
C3 3.986 -0.915 3.499
C4 2.861 -0.114 3.690
C5 2.648 0.421 4.961
C6 3.515 0.145 6.011
C7 1.936 0.181 2.560
C8 0.630 -0.244 2.671
C9 0.089 -0.927 3.832
C10 -1.222 -1.123 3.607
C11 -1.523 -0.598 2.288
N1 -0.360 -0.118 1.722
C12 -2.791 -0.535 1.744
C13 -3.133 0.128 0.532
C14 -4.406 0.104 -0.097
C15 -4.300 0.834 -1.256
C16 -2.958 1.293 -1.334
C17 -2.435 2.127 -2.359
C18 -3.382 2.512 -3.445
C19 -3.991 3.765 -3.447
C20 -4.884 4.117 -4.453
C21 -5.176 3.219 -5.473
C22 -4.566 1.971 -5.482
C23 -3.677 1.620 -4.473
C24 -1.155 2.620 -2.421
N2 -0.127 2.363 -1.546
C25 0.993 3.021 -2.021
C26 2.236 3.020 -1.446
C27 3.315 3.793 -2.121
C28 3.969 4.843 -1.476
C29 4.964 5.568 -2.117
C30 5.325 5.259 -3.423
C31 4.689 4.209 -4.072
C32 3.699 3.480 -3.425
C33 2.592 2.310 -0.256
C34 3.888 2.250 0.311
C35 3.812 1.430 1.412
C36 2.469 0.978 1.501
N3 1.750 1.514 0.471
C37 0.626 3.746 -3.227
C38 -0.667 3.491 -3.477
N4 -2.262 0.836 -0.254
C39 -3.903 -1.166 2.507
C40 -3.848 -2.510 2.879
C41 -4.869 -3.098 3.613
C42 -5.981 -2.354 3.985
C43 -6.057 -1.017 3.611
C44 -5.029 -0.433 2.883
H1 5.306 -0.877 6.624
H2 5.728 -1.812 4.365
H3 4.160 -1.347 2.519
H4 1.797 1.075 5.114
H5 3.323 0.568 6.991
H6 0.647 -1.219 4.706
H7 -1.933 -1.555 4.292
H8 -5.278 -0.418 0.265
H9 -5.071 1.040 -1.983
H10 -3.757 4.457 -2.645
H11 -5.350 5.095 -4.439
H12 -5.880 3.490 -6.251
H13 -4.777 1.267 -6.279
H14 -3.200 0.644 -4.474
H15 3.677 5.092 -0.462
H16 5.455 6.382 -1.596
H17 6.093 5.832 -3.929
H18 4.970 3.955 -5.088
H19 3.224 2.638 -3.916
H20 4.766 2.738 -0.081
H21 4.610 1.188 2.095
H22 1.286 4.370 -3.806
H23 -1.260 3.846 -4.305
H24 -2.990 -3.099 2.571
H25 -4.798 -4.144 3.888
H26 -6.780 -2.809 4.560
H27 -6.918 -0.424 3.895
H28 -5.081 0.618 2.619
C45 2.474 -8.818 0.590
C46 2.116 -7.351 0.562
C47 0.796 -6.930 0.502
C48 0.455 -5.574 0.455
C49 -1.022 -5.230 0.419
C50 1.451 -4.582 0.458
Te1 0.905 -2.372 -0.056
N5 0.224 -0.371 -1.061
C51 0.113 -0.399 -2.421
O1 0.758 0.280 -3.221
C52 -0.885 -1.389 -3.000
C53 -0.738 -1.808 -4.319
C54 -1.641 -2.700 -4.880
C55 -2.717 -3.165 -4.127
C56 -2.884 -2.726 -2.820
C57 -1.966 -1.846 -2.257
C58 1.890 -2.829 -1.905
C59 1.452 -3.918 -2.655
C60 2.058 -4.266 -3.852
C61 3.106 -3.495 -4.338
C62 3.536 -2.394 -3.610
C63 2.951 -2.046 -2.390
C64 3.460 -0.841 -1.645
C65 2.788 -5.015 0.554
C66 3.941 -4.032 0.575
C67 3.103 -6.374 0.602
H29 1.601 -9.435 0.370
H30 2.857 -9.117 1.570
H31 3.248 -9.049 -0.146
H32 0.003 -7.676 0.477
H33 -1.605 -6.050 -0.013
H34 -1.206 -4.324 -0.156
H35 -1.400 -5.050 1.432
H36 0.103 -1.422 -4.883
H37 -1.508 -3.033 -5.903
H38 -3.418 -3.871 -4.560
H39 -3.729 -3.068 -2.233
H40 -2.094 -1.497 -1.242
H41 0.621 -4.513 -2.291
H42 1.706 -5.129 -4.407
H43 3.580 -3.743 -5.281
H44 4.341 -1.775 -3.996
H45 4.297 -0.377 -2.171
H46 3.780 -1.109 -0.635
H47 2.663 -0.100 -1.548
H48 3.596 -3.044 0.878
H49 4.383 -3.936 -0.423
H50 4.724 -4.366 1.262
H51 4.149 -6.676 0.660
O2 -1.654 4.160 0.271
C68 -1.309 3.636 1.320
O3 -0.671 2.521 1.472
C69 -1.652 4.329 2.618
C70 -1.729 3.606 3.798
C71 -2.084 4.216 5.007
C72 -2.332 5.562 4.965
O4 -2.688 6.394 6.005
C73 -2.777 7.703 5.446
O5 -2.539 7.611 4.048
C74 -2.244 6.285 3.795
C75 -1.919 5.703 2.600
H52 -1.507 2.546 3.764
H53 -2.159 3.654 5.929
H54 -2.025 8.349 5.907
H55 -3.775 8.107 5.623
H56 -1.871 6.248 1.666

Results of the Mulliken charge analysis, in e, for atoms 1 through 2:
1 Ti -1.6652
2 C -0.4374

Computed, not measured: a 2-piece molecular cluster, H5NOSSi overall, with ωB97M-V/def2-TZVPD.

Summary:
Energy above the lowest of the compared OMol25 structures with the same formula, charge and spin in kcal per mole: 42.9
Frontier orbital gap in eV: 8.868
Highest occupied orbital energy in Ha: -0.332

Cartesian coordinates (Å):
N1 -0.596 -1.300 -0.993
O1 2.126 1.327 0.700
Si1 -1.262 -0.754 0.473
S1 -2.944 0.312 0.291
H1 0.385 -1.431 -1.114
H2 -1.127 -0.892 -1.741
H3 2.481 2.244 0.609
H4 -0.373 -0.798 1.571
H5 1.309 1.292 0.205

Results of the natural (NBO) charge analysis, in e, for atoms 1 through 2:
1 N -1.2834
2 O -0.9441

Computed, not measured: a 2-piece molecular cluster, C5H12N4 overall, with ωB97M-V/def2-TZVPD.

Summary:
Energy above the lowest of the compared OMol25 structures with the same formula, charge and spin in kcal per mole: 88.9
Frontier orbital gap in eV: 8.385
Highest occupied orbital energy in Ha: -0.277

Cartesian coordinates (Å):
C1 3.472 -0.963 1.756
N1 -1.686 -0.775 -0.553
C2 2.033 0.177 -0.121
C3 2.491 -0.382 0.852
C4 -2.074 0.348 0.214
N2 -0.869 -0.769 -1.711
N3 1.491 0.976 -1.054
N4 -1.429 1.544 -0.066
C5 -3.281 0.329 0.818
H1 -2.523 -1.326 -0.758
H2 -1.443 -0.684 -2.554
H3 -0.367 -1.652 -1.738
H4 2.122 1.422 -1.707
H5 0.721 0.592 -1.600
H6 -1.779 2.330 0.459
H7 -0.424 1.467 -0.137
H8 2.990 -1.682 2.419
H9 4.262 -1.486 1.213
H10 3.979 -0.194 2.340
H11 -3.976 -0.479 0.670
H12 -3.709 1.210 1.258

Results of the natural (NBO) charge analysis, in e, for atoms 1 through 2:
1 C -0.6669
2 N -0.4678

Computed, not measured: an isolated ion of composition CH6N3 and charge +1, with ωB97M-V/def2-TZVPD.

Summary:
Charge: +1
Energy above the lowest of the compared OMol25 structures with the same formula, charge and spin in kcal per mole: 90.0
Frontier orbital gap in eV: 10.045
Highest occupied orbital energy in Ha: -0.560

Cartesian coordinates (Å):
C1 0.425 -0.052 -0.421
N1 -0.557 -0.138 0.385
N2 1.713 0.890 0.131
N3 -1.547 -1.051 0.184
H1 0.687 -0.520 -1.279
H2 -0.544 0.542 1.117
H3 1.478 1.337 1.012
H4 2.052 1.537 -0.552
H5 -1.295 -1.875 -0.362
H6 -2.411 -0.671 -0.215

Results of the natural (NBO) charge analysis, in e, for atoms 1 through 2:
1 C 0.4076
2 N -0.2777

Computed, not measured: an isolated molecule of C17H19N3O4, with ωB97M-V/def2-TZVPD.

Summary:
Energy above the lowest of the compared OMol25 structures with the same formula, charge and spin in kcal per mole: 49.0
Frontier orbital gap in eV: 9.145
Highest occupied orbital energy in Ha: -0.313

Cartesian coordinates (Å):
O1 2.648 -0.805 -3.673
C1 1.816 -1.694 -3.714
N1 1.202 -2.181 -2.611
H1 0.392 -2.784 -2.694
C2 1.370 -1.558 -1.325
C3 0.051 -1.653 -0.563
O2 -0.899 -2.242 -1.046
N2 0.010 -1.098 0.664
C4 1.048 -0.333 1.314
H2 1.942 -0.279 0.698
C5 0.536 1.081 1.611
N3 -0.667 0.988 2.427
C6 -1.037 2.203 3.069
C7 -2.029 3.061 2.620
C8 -2.323 4.219 3.322
C9 -1.621 4.530 4.473
C10 -0.640 3.676 4.943
C11 -0.353 2.508 4.254
O3 0.588 1.653 4.737
H3 0.515 0.833 4.224
H4 -0.095 3.890 5.849
H5 -1.845 5.436 5.015
H6 -3.097 4.879 2.962
H7 -2.574 2.830 1.718
C12 -1.708 0.286 1.702
C13 -1.221 -1.138 1.431
H8 -1.958 -1.697 0.854
H9 -1.032 -1.650 2.380
H10 -2.610 0.260 2.316
H11 -1.945 0.767 0.739
H12 1.300 1.648 2.146
H13 0.330 1.596 0.657
H14 1.303 -0.831 2.259
H15 1.676 -0.519 -1.489
H16 2.158 -2.070 -0.756
C14 1.423 -2.360 -4.965
C15 1.874 -2.155 -6.243
C16 1.163 -3.060 -7.060
C17 0.335 -3.747 -6.223
O4 0.482 -3.334 -4.959
H17 -0.380 -4.525 -6.405
H18 1.255 -3.184 -8.120
H19 2.618 -1.446 -6.541

Results of the natural (NBO) charge analysis, in e, for atoms 1 through 2:
1 O -0.6225
2 C 0.6260

Computed, not measured: a 2-piece molecular cluster, C9H14S overall, with ωB97M-V/def2-TZVPD.

Summary:
Energy above the lowest of the compared OMol25 structures with the same formula, charge and spin in kcal per mole: 34.2
Frontier orbital gap in eV: 9.804
Highest occupied orbital energy in Ha: -0.330

Cartesian coordinates (Å):
C1 -1.021 -0.627 -0.552
C2 2.201 -2.430 -0.015
C3 0.987 -1.831 0.230
C4 2.724 -2.681 -1.300
C5 0.222 -1.328 -0.869
C6 1.999 -2.155 -2.349
C7 0.790 -1.494 -2.130
H1 2.959 -2.603 0.743
H2 0.573 -1.655 1.239
H3 3.751 -2.975 -1.294
H4 2.297 -2.215 -3.395
H5 -1.873 -0.589 -1.283
H6 -1.046 0.485 -0.327
H7 0.334 -0.864 -2.866
H8 -1.621 -1.078 0.267
C8 -1.680 2.893 2.114
C9 -0.694 2.895 0.982
S1 -2.662 1.363 2.401
H9 -1.270 3.228 3.056
H10 -2.482 3.745 2.140
H11 0.381 2.697 1.270
H12 -3.213 0.985 1.251
H13 -0.692 3.931 0.573
H14 -0.963 2.306 0.115

Results of the natural (NBO) charge analysis, in e, for atoms 1 through 2:
1 C -0.6614
2 C -0.2075

Computed, not measured: a 2-piece molecular cluster, C4H8S2 overall, with ωB97M-V/def2-TZVPD.

Summary:
Energy above the lowest of the compared OMol25 structures with the same formula, charge and spin in kcal per mole: 51.7
Frontier orbital gap in eV: 8.823
Highest occupied orbital energy in Ha: -0.316

Cartesian coordinates (Å):
S1 0.199 0.929 -1.977
S2 -1.351 -0.441 -1.785
H1 0.698 0.610 -3.254
H2 -2.049 0.162 -0.775
C1 -0.534 -1.711 2.321
C2 0.497 -0.852 2.560
C3 0.816 0.291 1.706
C4 1.869 1.108 1.958
H3 -1.212 -1.575 1.463
H4 -0.759 -2.479 3.047
H5 1.136 -0.997 3.383
H6 0.174 0.505 0.833
H7 2.006 2.125 1.465
H8 2.548 0.833 2.759

Results of the natural (NBO) charge analysis, in e, for atoms 1 through 2:
1 S -0.1631
2 S -0.1461